# 1
{
  "formula": "C4H41NO18P",
  "method": "ωB97M-V/def2-TZVPD",
  "elements": ["C", "C", "C", "P", "C", "O", "N", "O", "H", "H", "H", "H", "H", "H", "H", "H", "H", "O", "H", "H", "O", "H", "H", "O", "H", "H", "O", "H", "H", "O", "H", "H", "O", "H", "H", "O", "H", "H", "O", "H", "H", "O", "H", "H", "O", "H", "H", "O", "H", "H", "O", "H", "H", "O", "H", "H", "O", "H", "H", "O", "H", "H", "O", "H", "H"],
  "coordinates": [[-2.116, 3.006, -2.014], [-0.794, 2.576, -2.314], [0.719, 2.059, -2.769], [1.063, 0.267, -2.157], [2.108, 0.842, -0.666], [1.537, 0.475, 0.661], [1.157, -0.815, 0.689], [2.123, -1.574, 0.698], [-3.167, 3.540, -2.097], [0.681, 2.022, -3.961], [1.572, 2.828, -2.509], [2.276, 0.305, -2.986], [1.383, -1.148, -1.921], [-0.160, 0.193, -1.399], [0.289, -0.203, -3.313], [2.276, 2.021, -0.611], [3.203, 0.393, -0.821], [-3.087, 4.667, 0.426], [-2.521, 4.003, 0.846], [-3.348, 5.248, 1.156], [3.484, -4.436, 2.007], [3.224, -3.624, 1.547], [2.667, -4.737, 2.432], [0.459, -5.261, 1.863], [0.539, -5.954, 1.191], [0.735, -4.455, 1.402], [-3.773, 1.127, -0.129], [-4.429, 0.932, 0.557], [-3.483, 2.029, 0.074], [-1.831, -0.430, 2.749], [-1.121, -0.861, 3.249], [-1.813, -0.874, 1.888], [-1.202, -2.145, -2.167], [-1.799, -1.423, -1.916], [-1.507, -2.896, -1.636], [6.192, -3.387, 0.883], [5.933, -2.574, 0.423], [5.375, -3.687, 1.308], [2.821, 3.070, 1.569], [2.908, 3.146, 2.531], [2.617, 2.133, 1.426], [-4.806, 7.038, 0.655], [-4.725, 6.345, -0.017], [-4.529, 7.844, 0.194], [9.343, -3.568, 0.165], [8.489, -3.863, 0.515], [9.982, -3.857, 0.834], [-0.885, 3.132, -5.426], [-0.865, 3.745, -6.176], [-1.672, 3.396, -4.927], [-2.313, -1.481, 5.755], [-2.294, -0.867, 5.006], [-3.100, -1.216, 6.254], [-2.919, 5.118, 3.087], [-3.575, 4.924, 3.774], [-2.629, 6.020, 3.291], [-4.500, 2.449, -4.071], [-5.257, 2.347, -4.668], [-4.741, 1.923, -3.294], [2.967, -7.483, 1.021], [2.311, -7.678, 1.707], [3.257, -6.581, 1.225], [-2.577, -4.486, -0.424], [-3.334, -4.588, -1.020], [-2.818, -5.013, 0.353]],
  "forces_ev_per_angstrom": [[8.7, -2.4, -2.8], [-7.9, 3.3, 1.2], [-1.6, 2.2, -1.1], [-0.6, -1.2, -1.8], [3.3, 1.9, -0.1], [-0.1, 0.6, -1.1], [2.1, -2.2, 1.2], [-2.1, 1.3, -0.2], [2.9, -1.5, 0.3], [-0.1, 0.1, 2.7], [-2.0, -1.2, -0.2], [0.4, 0.5, 0.1], [0.0, 0.2, 0.6], [0.0, 0.2, 0.7], [0.1, 0.1, 0.0], [-0.6, -2.6, 0.1], [-2.2, 0.7, 0.7], [-0.2, -0.1, 0.0], [0.0, 0.3, -0.2], [0.2, -0.3, 0.0], [-0.2, 0.0, -0.1], [-0.1, -0.1, 0.0], [0.1, 0.1, 0.0], [0.3, 0.0, -0.2], [0.0, 0.2, 0.1], [-0.3, -0.1, 0.0], [-0.5, 0.0, 0.4], [0.2, 0.0, -0.2], [0.1, -0.2, -0.3], [0.1, -0.4, 0.3], [-0.1, 0.1, -0.4], [0.0, 0.3, 0.1], [-0.6, -0.4, 0.2], [0.4, 0.0, -0.1], [0.1, 0.2, 0.0], [-0.3, 0.3, 0.0], [0.2, -0.2, 0.1], [0.3, -0.1, 0.0], [0.1, -0.1, 0.6], [-0.1, 0.0, -0.4], [-0.1, 0.2, 0.0], [0.0, 0.2, -0.4], [0.1, 0.1, 0.2], [-0.1, -0.3, 0.2], [0.2, -0.3, 0.4], [-0.1, 0.2, -0.1], [-0.2, 0.1, -0.3], [-0.3, 0.5, -0.5], [0.0, -0.2, 0.3], [0.2, -0.3, 0.2], [-0.3, 0.3, 0.1], [-0.1, -0.2, 0.0], [0.3, -0.1, -0.2], [-0.1, 0.4, 0.7], [0.2, 0.0, -0.3], [0.0, -0.3, -0.1], [-0.6, -0.1, -0.1], [0.3, 0.0, 0.2], [0.3, 0.1, -0.1], [-0.3, 0.1, 0.3], [0.3, 0.0, -0.2], [0.1, 0.0, -0.1], [-0.5, -0.3, 0.0], [0.3, 0.1, 0.1], [0.2, 0.2, -0.2]],
  "total_charge": -1,
  "largest_force_ev_per_a": 9.43,
  "total_energy_ha": -1927.01538,
  "homo_ev": -3.829,
  "e_lumo_ev": 1.9972
}



# 2
{
  "formula": "C4H43N2O15",
  "method": "ωB97M-V/def2-TZVPD",
  "elements": ["C", "C", "C", "C", "N", "N", "H", "H", "H", "H", "H", "H", "H", "H", "H", "H", "H", "H", "H", "H", "H", "O", "H", "H", "O", "H", "H", "O", "H", "H", "O", "H", "H", "O", "H", "H", "O", "H", "H", "O", "H", "H", "O", "H", "H", "O", "H", "H", "O", "H", "H", "O", "H", "H", "O", "H", "H", "O", "H", "H", "O", "H", "H", "O"],
  "coordinates": [[-0.481, 0.365, -0.210], [0.575, -0.582, -0.731], [1.580, 0.190, -1.637], [2.932, 0.427, -0.945], [3.579, -0.844, -0.534], [-0.066, -1.696, -1.466], [-1.154, 0.716, -1.043], [-1.116, -0.108, 0.528], [-0.039, 1.279, 0.258], [1.093, -1.024, 0.154], [1.183, 1.173, -1.928], [1.708, -0.386, -2.590], [3.582, 1.042, -1.657], [2.732, 1.079, -0.028], [3.073, -1.674, -0.967], [4.495, -0.888, -0.892], [-2.186, -2.084, 0.717], [-0.345, -1.497, -2.405], [0.521, -2.527, -1.491], [1.408, 1.419, 2.726], [2.043, 0.040, 2.801], [1.514, 0.701, 3.312], [-0.334, -2.411, 1.798], [-1.008, -0.765, 3.059], [-1.205, -2.057, 2.118], [-0.012, 0.059, -4.893], [-1.011, -1.060, -4.999], [-0.421, -0.680, -4.357], [1.591, -4.902, -0.832], [2.461, -3.974, -1.739], [2.004, -4.067, -0.867], [-3.189, -0.855, -0.800], [-4.505, -0.205, -1.365], [-3.593, -0.011, -1.154], [-0.688, 2.500, 2.280], [-2.084, 2.024, 1.665], [-1.569, 2.093, 2.484], [1.040, 2.964, 0.845], [1.216, 3.626, 2.247], [0.916, 2.871, 1.837], [-1.544, 2.391, -2.323], [-1.879, 2.897, -0.984], [-1.296, 3.128, -1.702], [0.244, 0.218, 3.611], [-1.298, 0.930, 3.171], [-0.864, 0.003, 3.680], [3.333, -1.007, 1.148], [3.691, -1.461, 2.573], [2.925, -1.195, 2.063], [1.810, -2.444, 1.727], [1.354, -3.396, 0.568], [1.131, -3.065, 1.481], [0.191, 3.170, -1.133], [1.438, 4.126, -0.973], [1.140, 3.251, -0.751], [-2.662, 0.553, -2.507], [-1.472, 0.341, -3.421], [-2.112, 1.010, -3.150], [-3.228, 1.341, -0.253], [-3.711, 2.741, 0.271], [-2.964, 2.212, 0.216], [-1.543, -2.790, 2.662], [-1.717, -2.214, -0.712], [-2.569, -2.140, -0.179]],
  "forces_ev_per_angstrom": [[-0.6, 1.2, -0.3], [0.2, 0.0, -0.5], [0.3, -0.4, -0.3], [-0.2, 1.4, -0.3], [-2.0, -1.0, -0.4], [0.0, -0.8, 1.3], [1.0, -0.4, 0.9], [-0.1, -0.1, 0.2], [-0.3, -0.9, -0.5], [-0.3, 0.2, -0.8], [0.0, -0.3, 0.2], [0.2, 0.4, 0.8], [-0.6, -0.9, 1.1], [0.4, -0.8, -1.1], [0.8, 1.5, 0.7], [1.4, 0.0, -0.4], [-0.4, 0.1, 0.0], [0.1, 0.5, -0.5], [-0.1, 0.3, 0.0], [-0.3, 2.1, -1.3], [0.0, 0.0, 0.4], [0.4, -2.2, 1.2], [0.3, -0.1, -0.1], [-0.1, 0.2, 0.3], [-0.2, -0.7, 0.5], [-0.4, -1.1, 1.0], [-0.6, -0.5, -0.4], [1.2, 1.4, -1.0], [-0.6, -1.8, -0.2], [-0.6, -0.4, 1.1], [1.3, 1.8, -1.3], [0.0, -0.3, 0.4], [-0.4, -0.1, -0.1], [0.1, 0.3, 0.0], [-0.5, -0.1, -0.2], [-0.3, 0.1, -0.5], [0.6, -0.1, 1.0], [0.1, 0.4, 0.2], [1.1, 2.8, 1.3], [-1.0, -2.7, -1.5], [0.4, 0.5, -0.2], [-0.6, 0.2, 1.1], [0.4, -0.3, -1.1], [-1.4, -0.1, 0.0], [0.5, -0.9, 0.4], [0.9, 1.3, -0.7], [-0.5, -0.1, 0.1], [0.2, -0.2, 0.5], [0.6, 0.3, -0.6], [0.9, 0.6, 0.3], [-0.1, 0.6, 1.3], [-1.1, -1.3, -1.2], [0.6, 0.2, 0.1], [0.2, 0.6, -0.2], [-0.8, -0.7, 0.0], [-0.6, -0.1, 0.4], [0.2, 0.0, -0.3], [0.1, 0.4, -0.3], [0.1, 1.1, 0.6], [-2.3, 1.5, 0.2], [1.8, -2.7, -0.6], [0.0, 0.4, -0.1], [-0.7, 0.2, 0.3], [0.9, -0.4, -0.7]],
  "total_charge": 1,
  "largest_force_ev_per_a": 3.34,
  "total_energy_ha": -1416.18671,
  "homo_ev": -12.277,
  "e_lumo_ev": -2.4295,
  "e_above_lowest_kcal_mol": 0.0
}



# 3
{
  "formula": "C4H43N2O15",
  "method": "ωB97M-V/def2-TZVPD",
  "elements": ["C", "C", "C", "C", "N", "N", "H", "H", "H", "H", "H", "H", "H", "H", "H", "H", "H", "H", "H", "H", "H", "O", "H", "H", "O", "H", "H", "O", "H", "H", "O", "H", "H", "O", "H", "H", "O", "H", "H", "O", "H", "H", "O", "H", "H", "O", "H", "H", "O", "H", "H", "O", "H", "H", "O", "H", "H", "O", "H", "H", "O", "H", "H", "O"],
  "coordinates": [[-0.535, -0.218, -1.392], [0.727, -0.972, -1.025], [1.982, -0.162, -1.567], [2.053, 1.305, -1.275], [2.589, 1.579, 0.101], [0.581, -2.383, -1.328], [-0.914, -0.414, -2.386], [-1.388, -0.672, -0.875], [-0.610, 0.831, -1.116], [0.781, -1.030, 0.063], [1.989, -0.451, -2.613], [2.835, -0.624, -1.065], [2.648, 1.822, -2.031], [1.165, 1.943, -1.238], [3.326, 1.016, 0.468], [2.823, 2.568, 0.077], [-1.194, -3.648, -1.100], [0.511, -2.638, -2.304], [1.214, -2.982, -0.810], [2.095, -1.743, 2.230], [1.400, -2.990, 2.472], [1.489, -2.117, 2.888], [-3.394, -2.402, 2.528], [-1.009, -1.035, 3.193], [-3.189, -1.746, 1.856], [0.591, 1.265, -3.505], [-0.297, 0.438, -4.386], [0.624, 0.500, -4.106], [3.062, -2.522, 0.528], [3.221, -4.105, 0.416], [2.610, -3.374, 0.538], [-3.953, 0.009, 1.380], [-5.264, -0.003, 0.635], [-4.421, 0.449, 0.653], [-0.428, 2.060, 2.169], [-1.753, 2.149, 1.225], [-1.496, 1.743, 2.117], [1.487, 2.285, 2.984], [1.342, 2.212, 1.390], [0.881, 2.437, 2.238], [-0.605, 4.958, -1.864], [-0.769, 3.488, -1.398], [-0.198, 4.088, -1.920], [0.453, -0.858, 3.025], [-1.182, 0.776, 1.985], [-0.424, -0.461, 2.671], [3.524, 0.020, 1.444], [4.524, -1.055, 1.821], [3.640, -0.935, 1.463], [-0.702, -3.305, 1.147], [-1.863, -4.198, 0.794], [-1.422, -3.793, 1.559], [1.451, 4.143, -0.962], [1.660, 4.902, 0.390], [2.068, 4.289, -0.223], [-3.118, -0.230, -1.532], [-3.929, 0.990, -1.643], [-3.038, 0.679, -1.853], [-2.166, 1.566, -0.642], [-2.820, 2.951, -0.332], [-1.965, 2.512, -0.375], [-2.759, -2.273, 1.171], [-2.378, -2.933, -1.639], [-2.165, -3.706, -1.110]],
  "forces_ev_per_angstrom": [[-1.5, -1.2, 0.8], [0.2, 1.1, 0.6], [-1.1, -2.3, 0.5], [0.7, 0.9, 0.9], [-1.3, 0.7, -0.2], [-0.3, -0.2, -0.4], [0.7, 0.5, -0.6], [0.3, -0.2, 0.8], [0.7, -0.1, -0.4], [0.1, 0.6, 0.3], [0.4, 0.5, -0.2], [0.3, 0.0, -0.3], [0.5, -0.3, 0.0], [-0.6, -0.8, -0.5], [0.6, 0.2, -1.2], [0.4, 0.0, 0.4], [0.0, 0.1, -0.1], [0.4, 0.2, -0.1], [0.2, 0.2, -0.3], [0.3, 0.4, 0.5], [-0.4, -0.1, 0.5], [0.7, -0.6, -0.5], [0.0, 0.0, 0.1], [-0.5, 0.3, -0.5], [-0.3, 0.4, 0.1], [0.2, -0.3, -0.4], [0.1, -0.1, -0.3], [-0.3, 0.6, 0.1], [0.5, -0.2, -0.1], [0.3, 0.2, 0.0], [-0.7, -0.2, 0.1], [0.0, -0.2, -0.2], [-0.4, -0.1, 0.0], [0.3, 0.4, 0.0], [-0.7, 0.3, 0.8], [-0.1, -0.5, 0.3], [1.7, 0.0, -1.1], [-0.5, 0.0, -0.4], [0.5, -0.3, 0.1], [0.1, 0.2, 0.0], [0.0, 0.0, -0.1], [0.0, 0.4, -0.3], [0.0, -0.4, 0.2], [-1.2, 0.5, -1.3], [-0.7, 0.2, 0.6], [1.0, -0.9, 1.3], [-0.2, -0.4, 0.4], [0.2, -0.2, 0.2], [0.2, 0.2, 0.0], [0.1, 0.1, 0.0], [0.0, 0.0, 0.2], [0.1, -0.3, -0.1], [-0.2, 0.4, 0.2], [-0.2, 0.1, -0.1], [0.3, -0.2, -0.1], [0.1, 0.0, -0.1], [0.0, 0.2, -0.1], [-0.8, -0.4, -0.1], [-0.4, 1.0, -0.4], [-0.3, 0.0, -0.1], [0.2, -0.5, 0.7], [0.2, -0.1, 0.1], [-0.3, 0.0, -0.1], [0.3, 0.0, -0.1]],
  "total_charge": 1,
  "largest_force_ev_per_a": 2.62,
  "total_energy_ha": -1416.06638,
  "homo_ev": -11.935,
  "e_lumo_ev": -2.5677,
  "e_above_lowest_kcal_mol": 75.5
}



# 4
{
  "formula": "C4H4AlO2",
  "method": "ωB97M-V/def2-TZVPD",
  "elements": ["H", "C", "C", "C", "H", "H", "H", "O", "Al", "O", "C"],
  "coordinates": [[-0.024, 0.855, 1.708], [-0.935, 1.323, -0.355], [-0.302, 0.607, 0.685], [0.169, -0.440, -0.260], [-1.346, 2.328, -0.473], [-0.376, -1.391, -0.278], [1.202, -0.402, -0.628], [-0.610, 0.548, -1.352], [-1.028, 0.244, -3.034], [1.339, -1.558, 1.591], [1.909, -2.115, 2.395]],
  "forces_ev_per_angstrom": [[-0.4, 0.1, 0.2], [0.1, 2.1, 2.4], [0.2, 0.5, -0.2], [-0.1, 0.0, -0.2], [-0.5, 0.1, 0.1], [0.1, -0.1, 0.0], [0.1, -0.2, 0.3], [0.4, -1.2, -0.4], [-0.9, -0.2, -3.5], [1.9, -1.9, 2.7], [-0.9, 0.8, -1.4]],
  "multiplicity": 2,
  "total_charge": 4,
  "largest_force_ev_per_a": 3.76,
  "total_energy_ha": -545.30949,
  "homo_ev": [-30.260, -29.220],
  "e_lumo_ev": [-21.3077, -23.9251],
  "e_above_lowest_kcal_mol": 6.5
}



# 5
{
  "formula": "C4H4AuO5",
  "method": "ωB97M-V/def2-TZVPD",
  "elements": ["O", "C", "O", "H", "Au", "O", "O", "C", "C", "O", "C", "H", "H", "H"],
  "coordinates": [[-0.303, -0.260, -1.676], [-1.398, -0.042, -1.137], [-0.860, -0.108, 0.588], [2.603, -1.484, 1.733], [-2.769, 1.159, 0.834], [-2.341, 0.659, -0.918], [0.999, -1.410, 0.429], [2.400, -1.196, 0.696], [2.583, 0.296, 0.438], [1.229, 0.767, 0.277], [0.411, -0.260, 0.168], [2.971, -1.828, 0.009], [3.141, 0.513, -0.479], [3.026, 0.831, 1.284]],
  "forces_ev_per_angstrom": [[-3.3, -0.5, 0.9], [3.2, 2.2, -1.1], [4.6, -1.7, -0.8], [0.1, -0.4, 0.3], [-2.2, 2.2, 5.7], [0.3, -2.7, -6.8], [1.1, -0.4, -0.5], [-0.8, 1.3, -0.9], [-1.1, -0.9, 1.0], [0.9, -0.2, -1.0], [-3.4, 1.0, 3.7], [0.1, -0.6, 0.0], [0.2, 0.3, -0.4], [0.2, 0.3, -0.1]],
  "multiplicity": 4,
  "total_charge": 2,
  "largest_force_ev_per_a": 7.32,
  "total_energy_ha": -665.63499,
  "homo_ev": [-16.272, -20.680],
  "e_lumo_ev": [-9.8595, -15.6035],
  "e_above_lowest_kcal_mol": 11.3
}



# 6
{
  "formula": "C4H4Br2N2O3",
  "method": "ωB97M-V/def2-TZVPD",
  "elements": ["C", "C", "C", "C", "N", "N", "O", "O", "O", "Br", "Br", "H", "H", "H", "H"],
  "coordinates": [[1.742, -0.973, -0.069], [0.053, 0.423, 0.174], [-0.467, -0.931, -0.538], [4.760, -0.100, 0.536], [1.454, 0.152, 0.436], [4.144, 0.362, 1.637], [3.553, -0.463, 2.370], [4.365, 1.516, 1.934], [0.781, -1.720, -0.628], [3.577, -1.628, 0.110], [5.203, 0.961, -1.009], [-0.055, 1.331, -0.478], [-0.479, 0.609, 1.199], [-1.161, -1.412, 0.174], [-0.864, -0.644, -1.586]],
  "forces_ev_per_angstrom": [[-1.1, 2.1, 1.1], [-1.2, -0.2, 0.8], [0.4, 2.2, 0.0], [0.4, -1.9, -3.3], [1.2, -0.7, -0.7], [-0.8, 0.6, 3.0], [0.2, 1.2, 0.3], [0.0, 0.8, 0.3], [-0.2, -0.6, -0.5], [-0.1, -0.6, -1.5], [-0.5, -0.3, 1.0], [0.1, -0.9, 0.7], [0.9, -0.2, -2.0], [0.3, -0.2, -1.0], [0.6, -1.2, 1.8]],
  "total_charge": 0,
  "largest_force_ev_per_a": 3.84,
  "total_energy_ha": -5637.79515,
  "homo_ev": -8.938,
  "e_lumo_ev": -0.6456,
  "e_above_lowest_kcal_mol": 0.0
}



# 7
{
  "formula": "C4H4Br3ClN3S",
  "method": "ωB97M-V/def2-TZVPD",
  "elements": ["C", "C", "C", "C", "N", "N", "N", "S", "Cl", "Br", "Br", "Br", "H", "H", "H", "H"],
  "coordinates": [[-1.830, 0.389, 0.288], [-0.604, 0.895, 0.793], [-1.932, -0.940, -0.204], [0.297, -1.540, -0.038], [-0.850, -1.737, -0.362], [0.499, 0.235, 0.670], [1.692, 0.485, 1.127], [1.766, -2.354, -0.005], [-0.577, 2.537, 1.270], [-3.377, 1.451, 0.359], [-3.541, -1.625, -0.778], [1.084, 1.518, -2.319], [1.826, 2.375, -3.303], [2.504, 0.529, 0.544], [1.858, 1.357, 1.639], [1.185, -3.577, 0.319]],
  "forces_ev_per_angstrom": [[0.7, 2.5, 1.6], [-2.9, 1.3, -0.7], [0.3, -2.8, -1.2], [1.9, 1.6, 0.7], [-3.2, 0.5, -0.2], [1.1, -3.1, -1.9], [1.5, 2.1, 2.1], [0.0, -1.1, 0.4], [0.5, 0.1, 0.5], [0.7, -0.4, 0.0], [0.1, -0.2, -0.1], [0.8, 1.0, -1.1], [-0.8, -1.0, 1.1], [0.1, -1.2, -1.5], [-1.2, -0.1, 0.5], [0.5, 0.9, -0.2]],
  "multiplicity": 3,
  "total_charge": 1,
  "largest_force_ev_per_a": 3.80,
  "total_energy_ha": -8899.06414,
  "homo_ev": [-10.787, -13.619],
  "e_lumo_ev": [-3.9365, -7.1974]
}



# 8
{
  "formula": "C4H4BrN3",
  "method": "ωB97M-V/def2-TZVPD",
  "elements": ["C", "C", "C", "C", "N", "N", "N", "Br", "H", "H", "H", "H"],
  "coordinates": [[-0.842, -1.035, 1.575], [0.255, 0.923, -0.091], [1.387, 0.012, -0.381], [-0.855, 0.201, -0.809], [-1.730, -1.728, 1.353], [0.926, -1.089, -0.941], [-0.357, -0.903, -1.357], [-2.446, 1.057, -1.403], [0.268, 1.093, 1.022], [0.466, 1.877, -0.725], [2.502, 0.157, -0.088], [0.426, -0.565, 1.847]],
  "forces_ev_per_angstrom": [[4.9, 0.7, 1.7], [1.0, 2.4, -1.1], [0.6, -2.0, 0.3], [1.7, -1.2, -1.3], [-0.2, 0.3, 0.2], [2.6, 1.4, 0.2], [-2.8, 2.0, 0.8], [0.7, -0.7, 0.5], [-0.6, 0.6, -1.4], [-0.6, -1.1, 1.4], [-2.3, -0.5, -0.4], [-5.0, -2.0, -0.9]],
  "total_charge": 0,
  "largest_force_ev_per_a": 5.47,
  "total_energy_ha": -2892.93648,
  "homo_ev": -9.891,
  "e_lumo_ev": -0.3410,
  "e_above_lowest_kcal_mol": 56.3
}